[1]
Molecular formula: C43H31F6IrP2SeSi
Method: DFT, ωB97M-V/def2-TZVPD

Values from the calculation:
E   -156040.9459 eV
Relative energy (zero: lowest compared OMol25 entry of this formula, charge and spin)   42.68 kcal/mol

XYZ file:
```
85
Properties=species:S:1:pos:R:3:forces:R:3:lowdin_charge:R:1
Ir -0.571002 -0.538162 -0.556188 0.4 -1.1 -0.1 0.661
C -1.082813 2.913229 0.814143 0.0 0.0 0.1 -0.177
Si 0.043276 1.491192 0.311941 0.1 0.1 -0.1 0.456
C 1.215200 2.134928 -1.047239 -0.1 0.0 0.1 -0.297
C 1.548288 3.481681 -1.174624 0.0 0.1 0.0 -0.100
C 2.439948 3.922422 -2.145408 0.0 -0.1 0.0 -0.072
C 3.021935 3.004173 -3.006818 0.0 0.0 0.0 -0.072
C 2.690574 1.659751 -2.907664 0.1 0.0 -0.2 -0.064
C 1.787207 1.223839 -1.945600 0.0 -0.2 0.1 -0.336
P 1.246317 -0.540571 -1.832647 0.0 0.9 0.1 0.891
C 1.477228 -1.079243 -3.556667 0.1 -0.1 0.1 -0.314
C 2.717925 -1.609019 -3.912103 0.0 0.0 0.0 -0.097
C 2.982675 -1.974133 -5.224492 0.0 0.0 0.0 -0.076
C 2.012802 -1.816513 -6.201355 0.0 0.0 0.0 -0.082
C 0.779989 -1.284347 -5.854732 0.0 0.0 0.0 -0.069
C 0.513618 -0.917114 -4.544807 0.0 0.0 -0.1 -0.088
C 2.540482 -1.352497 -0.858543 0.1 0.0 0.0 -0.322
C 2.743397 -2.730610 -0.919183 0.0 0.0 0.0 -0.119
C 3.656706 -3.332599 -0.070811 0.0 0.0 0.0 -0.079
C 4.357913 -2.571521 0.859452 0.0 0.0 0.0 -0.078
C 4.162108 -1.200729 0.919951 0.0 0.0 0.0 -0.065
C 3.265598 -0.590852 0.052501 0.1 -0.1 0.0 -0.070
C 1.175701 1.295335 1.852407 0.0 0.0 -0.1 -0.280
C 2.307043 2.113810 1.921956 0.0 -0.1 0.0 -0.110
C 3.141778 2.133867 3.030083 0.0 0.0 0.0 -0.082
C 2.846335 1.334322 4.120195 0.0 0.0 0.0 -0.082
C 1.726926 0.517290 4.083909 0.0 0.0 0.0 -0.097
C 0.906159 0.467666 2.956249 -0.1 0.1 0.1 -0.375
P -0.710126 -0.391188 3.031383 0.1 0.1 -0.1 1.108
C -0.526170 -1.618035 4.387457 -0.1 0.0 0.0 -0.374
C -1.638652 -1.797288 5.205056 0.0 0.0 0.0 -0.104
C -1.641586 -2.762043 6.205454 0.0 0.0 0.0 -0.085
C -0.525068 -3.556518 6.401309 0.0 0.0 0.0 -0.086
C 0.594513 -3.385821 5.595252 0.0 0.0 0.0 -0.077
C 0.592663 -2.427964 4.596219 0.0 0.0 0.0 -0.107
C -0.692266 -1.598692 1.641209 -0.2 0.2 0.2 -0.499
C -1.977616 -1.885032 1.132185 -0.2 0.2 0.0 -0.193
C -2.236146 -3.054358 0.430244 0.0 0.0 -0.1 -0.062
C -1.211247 -3.967502 0.228391 0.0 0.0 0.0 -0.059
C 0.070373 -3.678646 0.666207 0.0 0.0 0.0 -0.068
C 0.342448 -2.500653 1.349730 0.1 0.2 -0.2 -0.104
H -0.469742 3.696830 1.267270 0.0 0.0 0.0 0.037
H -1.623838 3.348922 -0.023254 0.0 0.0 0.0 0.013
H -1.800259 2.589818 1.570845 0.0 0.0 0.0 0.033
H 1.096769 4.208119 -0.507224 0.0 0.0 0.0 0.102
H 2.674153 4.975768 -2.232525 0.0 0.0 0.0 0.104
H 3.718034 3.331946 -3.767947 0.0 0.0 0.0 0.103
H 3.130056 0.960130 -3.608395 0.0 0.0 0.0 0.101
H 3.497824 -1.729526 -3.172459 0.0 0.0 0.0 0.103
H 3.953197 -2.381491 -5.476701 0.0 0.0 0.0 0.104
H 2.216079 -2.103169 -7.224878 0.0 0.0 0.0 0.103
H 0.013522 -1.149262 -6.606642 0.0 0.0 0.0 0.106
H -0.449431 -0.490801 -4.315599 0.0 0.0 0.0 0.017
H 2.160637 -3.320279 -1.612861 0.0 0.0 0.0 0.109
H 3.817503 -4.401903 -0.127182 0.0 0.0 0.0 0.107
H 5.060952 -3.050059 1.529232 0.0 0.0 0.0 0.103
H 4.701635 -0.597433 1.639083 0.0 0.0 0.0 0.107
H 3.127639 0.478585 0.099363 0.0 0.0 0.0 0.087
H 2.553863 2.754395 1.084093 0.0 0.0 0.0 0.091
H 4.008571 2.782763 3.043049 0.0 0.0 0.0 0.104
H 3.472969 1.350543 5.002946 0.0 0.0 0.0 0.103
H 1.489447 -0.076728 4.955274 0.0 0.0 0.0 0.092
H -2.511274 -1.172548 5.055311 0.0 0.0 0.0 0.094
H -2.516554 -2.888184 6.829688 0.0 0.0 0.0 0.103
H -0.521879 -4.307349 7.180852 0.0 0.0 0.0 0.102
H 1.470534 -4.003443 5.746772 0.0 0.0 0.0 0.104
H 1.473780 -2.303700 3.980167 0.0 0.0 0.0 0.100
H -2.768935 -1.172910 1.337581 -0.1 -0.1 0.1 0.087
H -3.225179 -3.236769 0.032479 0.0 0.0 0.0 0.118
H -1.399155 -4.884849 -0.312418 0.0 0.0 0.0 0.116
H 0.874956 -4.371359 0.461397 0.0 0.0 0.0 0.110
H 1.351637 -2.286160 1.682488 0.0 0.0 0.0 0.105
F -5.342412 4.843683 -0.296740 0.0 0.0 0.0 0.135
C -4.574311 3.852977 -0.743431 0.0 0.0 0.0 -0.134
C -4.637177 2.604410 -0.148166 0.0 0.0 0.0 -0.145
F -5.467102 2.397494 0.875451 0.0 0.0 0.0 0.126
C -3.833563 1.585479 -0.623300 0.1 0.0 0.0 -0.261
F -3.926973 0.394062 -0.021095 0.0 0.0 0.0 0.068
C -2.944854 1.769422 -1.673204 -0.1 0.0 0.1 -0.476
Se -1.860587 0.358026 -2.364265 0.0 0.1 0.0 0.827
C -2.911418 3.029842 -2.255876 0.0 0.0 0.0 -0.269
F -2.082865 3.284996 -3.269641 0.0 0.0 0.0 0.090
C -3.711935 4.065618 -1.804577 0.0 0.0 0.0 -0.148
F -3.653051 5.269462 -2.375957 0.0 0.0 0.0 0.127
F 0.051391 -2.362635 -1.744964 -0.1 -0.2 -0.1 -0.505
```
Positions in Å, forces in eV/Å.

=====

[2]
Molecular formula: C43H32Cl5N7S5Ti
Method: DFT, ωB97M-V/def2-TZVPD

Values from the calculation:
Total charge   -2
E   -195448.2444 eV
⟨S²⟩   2.04
2S+1   3

XYZ file:
```
93
Properties=species:S:1:pos:R:3:forces:R:3:nbo_charge:R:1
Ti -0.111983 -0.737977 -1.621123 1.7 1.0 -1.6 1.413
C -0.697856 -2.478422 3.262652 0.0 0.0 0.0 -0.638
C 0.579796 -2.295127 4.024071 0.0 0.1 -0.1 -0.030
C 0.737424 -2.933353 5.248605 0.3 0.0 0.2 -0.193
C 1.863707 -2.750658 6.037485 -0.1 -0.1 -0.1 -0.237
C 2.866841 -1.901325 5.598689 0.0 0.0 0.1 -0.218
C 2.741089 -1.263753 4.381151 -0.1 0.0 -0.2 -0.219
C 1.615054 -1.458308 3.570521 0.1 -0.2 0.4 0.138
N 1.536386 -0.730140 2.383309 0.0 0.3 -0.3 -0.635
C 1.081177 -1.138349 1.132003 0.4 0.0 0.3 0.689
N 1.236224 -2.454503 0.910358 0.2 0.0 0.6 -0.596
C 0.910916 -3.271025 -0.186868 -0.3 -0.4 -0.9 0.174
C 0.359387 -2.730525 -1.359173 0.4 -1.3 0.7 -0.488
C 0.102616 -3.659346 -2.378129 0.0 -0.3 -0.1 -0.236
C 0.343721 -5.015656 -2.238520 0.0 -0.1 -0.1 -0.240
C 0.889558 -5.504338 -1.062623 0.0 0.0 -0.1 -0.232
C 1.194489 -4.637374 -0.028010 0.1 0.1 0.2 -0.082
C 1.854400 -5.170305 1.218992 -0.1 0.1 -0.1 -0.640
N 0.638952 -0.257973 0.281285 0.3 -0.5 0.3 -0.713
C 0.451497 1.036072 0.839794 0.0 0.8 0.7 0.214
C -0.707558 1.253498 1.585290 0.1 0.0 0.0 -0.257
C -0.907179 2.448827 2.244740 0.2 -0.1 0.2 -0.201
C 0.061096 3.438495 2.182613 0.0 0.0 0.1 -0.205
C 1.204038 3.232705 1.432750 -0.2 0.0 0.2 -0.191
C 1.434127 2.031510 0.770733 -0.1 -0.3 -0.1 -0.077
C 2.721373 1.815262 0.032172 0.0 0.0 0.0 -0.631
H -1.530589 -2.568508 3.959839 0.0 0.0 0.0 0.209
H -0.672471 -3.387010 2.657965 0.0 0.0 -0.1 0.226
H -0.891186 -1.646216 2.588277 -0.1 0.0 0.0 0.256
H -0.061315 -3.572548 5.605081 0.0 0.0 0.0 0.202
H 1.949777 -3.257387 6.988462 0.0 0.0 0.1 0.202
H 3.746860 -1.735328 6.203579 0.1 0.0 0.0 0.205
H 3.513310 -0.586725 4.043405 0.1 0.0 -0.1 0.213
H 1.861072 0.228442 2.418484 -0.2 -0.1 0.0 0.431
H 1.685156 -2.938720 1.676510 0.0 0.2 -0.2 0.407
H -0.316074 -3.312882 -3.322948 0.1 0.0 0.2 0.226
H 0.097263 -5.700061 -3.042916 0.0 0.0 0.0 0.198
H 1.074517 -6.565544 -0.944238 0.1 0.0 0.0 0.187
H 2.020023 -6.240068 1.115373 0.0 -0.1 0.0 0.216
H 1.245686 -5.015394 2.114237 0.0 0.0 0.1 0.201
H 2.827155 -4.694229 1.373145 0.1 0.0 0.1 0.206
H -1.445549 0.462162 1.607507 0.0 0.0 0.0 0.252
H -1.810093 2.600466 2.818035 -0.1 0.1 0.0 0.207
H -0.079297 4.370444 2.708873 0.0 0.1 0.0 0.218
H 1.946536 4.016064 1.367638 0.1 0.1 0.0 0.210
H 3.524939 2.393895 0.486948 0.1 0.0 0.1 0.200
H 2.619360 2.138704 -1.004317 0.1 -0.1 0.0 0.248
H 2.993806 0.758972 0.016887 0.1 0.1 -0.1 0.228
S 3.783815 0.528125 -7.909416 0.3 0.1 -0.4 -0.210
C 2.998707 0.144456 -6.513004 -0.2 -0.2 0.5 -0.559
S 3.770648 0.056544 -4.959794 -0.8 -0.1 -0.2 0.438
C 2.342042 -0.389204 -4.001664 0.0 0.0 -0.8 -0.403
C 1.194161 -0.512242 -4.723426 0.7 0.1 -0.1 -0.419
S -0.366124 -0.880156 -4.100549 -0.3 -0.1 -0.3 -0.300
S 1.308817 -0.226587 -6.456685 0.6 0.1 0.5 0.457
S 2.491261 -0.591390 -2.309260 -0.1 0.1 0.2 -0.287
N -2.157422 -1.352135 0.393810 -0.6 0.0 0.6 -0.697
C -1.918226 -1.405542 -0.861972 -0.6 0.2 0.5 -0.179
H -3.015276 -1.836499 0.701659 0.1 -0.1 -0.4 0.308
C 0.210142 3.565220 -2.599625 0.1 -0.4 -0.1 -0.227
C 0.325461 2.179521 -2.613770 0.3 0.3 -0.4 0.001
N -0.491780 1.387436 -1.906234 0.0 0.8 0.0 -0.590
C -1.416789 1.971251 -1.159511 -0.5 0.4 0.2 0.075
C -1.554817 3.363037 -0.983224 0.3 -0.2 -0.5 -0.122
C -0.717373 4.170163 -1.788024 -0.4 -0.2 0.1 -0.142
C -2.517842 3.843316 -0.055311 -0.4 -0.1 0.0 -0.266
C -2.524810 5.006183 0.688782 0.0 0.4 0.2 -0.298
C -1.515521 5.961938 0.924128 -0.6 -0.1 0.2 0.115
C -1.716625 6.993226 1.889594 0.2 0.2 0.1 -0.311
C -0.669615 7.815580 2.190092 -0.4 0.0 0.1 0.000
N 0.539890 7.719521 1.599971 0.5 0.2 0.0 -0.582
C 0.615562 6.758868 0.681967 0.3 0.3 0.1 0.261
N -0.297920 5.905762 0.312519 0.1 -0.3 -0.2 -0.540
H 0.852558 4.155587 -3.237334 0.1 0.0 0.0 0.203
H 1.073104 1.700260 -3.235133 -0.1 -0.1 0.1 0.223
H -2.097818 1.301465 -0.635959 0.1 0.1 0.0 0.211
H -0.819214 5.239230 -1.757422 0.0 0.0 -0.1 0.233
H -3.323379 3.145041 0.155080 0.0 0.0 0.0 0.187
H -3.403816 5.151757 1.312248 0.0 0.0 0.0 0.182
H -2.673571 7.098030 2.383247 0.0 0.0 0.1 0.193
H -0.758602 8.605406 2.933626 -0.1 -0.1 0.0 0.165
H 1.574000 6.678382 0.169175 0.0 0.0 0.0 0.149
Cl -2.327008 -4.396477 -0.342716 -0.2 -0.2 0.3 0.055
C -2.842231 -3.576159 -1.763340 0.2 0.9 0.3 -0.048
C -2.687298 -2.174325 -1.841313 -1.1 -1.0 -1.0 -0.042
C -3.173064 -1.560222 -3.017138 0.3 0.0 1.0 -0.045
Cl -3.086506 0.153777 -3.077453 -0.7 0.1 -0.1 0.137
C -3.719104 -2.277957 -4.058251 -0.2 -0.6 -0.2 -0.083
Cl -4.300779 -1.468122 -5.453881 0.0 0.1 -0.2 0.048
C -3.825718 -3.672959 -3.966065 0.2 0.5 0.5 -0.084
Cl -4.542740 -4.572067 -5.238529 0.0 -0.1 -0.1 0.036
C -3.382011 -4.309183 -2.803690 -0.3 0.0 -0.5 -0.092
Cl -3.535346 -6.014297 -2.664795 0.0 -0.3 0.0 0.031
```
Positions in Å, forces in eV/Å.